13
Properties=species:S:1:pos:R:3:forces:R:3:lowdin_charge:R:1 method="wB97M-V/def2-TZVPD" orbital_gap_ha="0.2935 / 0.1502" total_charge=+1 s_squared=0.755 homo_ha="-0.4754 / -0.4710" largest_force_ha_per_bohr=0.018 relative_energy_ev=0.415 multiplicity=2
S -0.2493 0.9686 -0.7131 -0.53 0.74 -0.22 0.5699
S -2.1039 0.6503 -1.4404 0.18 -0.13 0.79 0.5562
H -0.3751 0.2616 0.4282 -0.02 -0.81 -0.06 -0.1497
H -2.3716 1.9411 -1.7341 0.33 -0.01 -0.44 -0.1085
N 0.5976 -1.6822 0.9171 0.08 0.21 -0.54 -0.0307
C 1.3779 -1.0220 1.9958 0.09 -0.59 -0.11 -0.3567
N 2.7022 -0.7210 1.5584 0.11 -0.11 -0.33 0.0161
H 1.1923 -1.6928 0.0871 0.01 0.07 0.21 0.0620
H 0.4734 -2.6696 1.1110 -0.31 0.06 0.18 0.0766
H 1.4551 -1.7337 2.8166 -0.18 0.22 0.18 0.1215
H 0.8381 -0.1423 2.3496 -0.13 0.10 0.06 0.0947
H 3.4201 -1.0444 2.1801 0.25 0.19 -0.04 0.0789
H 2.8684 0.1963 1.1800 0.13 0.08 0.31 0.0695

=====

20
Properties=species:S:1:pos:R:3:forces:R:3:lowdin_charge:R:1 method="wB97M-V/def2-TZVPD" orbital_gap_ha=0.3402 smiles=C[C@@H]1[C@@H]2CSC[C@H]1C2 total_charge=0 homo_ha=-0.3070 largest_force_ha_per_bohr=0.040 relative_energy_ev=1.267
C -0.8163 1.6848 -0.6026 0.87 0.23 1.64 -0.0758
C -0.9689 0.2389 -0.2071 -0.62 -0.58 -0.09 -0.3330
C -0.3927 -0.2158 1.1488 -0.02 0.90 0.55 -0.3360
C 0.9459 0.4534 1.3921 0.34 1.07 -0.42 -0.4344
S 2.1292 0.2931 -0.0391 -0.45 -0.12 0.48 0.8381
C 1.1204 -0.5401 -1.3513 0.52 1.20 -0.27 -0.4430
C -0.2217 -0.9714 -0.8880 -1.77 -0.28 1.05 -0.2974
C -0.2194 -1.6314 0.5639 -0.06 -0.09 -0.79 -0.0957
H 0.2447 1.9705 -0.6704 -0.33 -0.11 -0.79 0.0496
H -1.0804 2.2406 0.3268 -0.53 0.04 -0.80 0.0930
H -1.4360 1.9457 -1.4463 0.05 0.37 -0.20 0.0758
H -2.0430 0.0320 -0.1937 0.03 -0.26 -0.05 0.1360
H -1.0278 0.0345 2.0591 0.55 -0.83 -1.01 0.1575
H 1.4368 0.0493 2.2628 0.24 -0.37 0.23 0.0629
H 0.8225 1.5459 1.6074 -0.03 -0.82 -0.33 0.0811
H 1.0003 0.1883 -2.1962 0.27 -0.72 0.60 0.0929
H 1.7654 -1.3576 -1.6095 0.09 -0.48 -0.60 0.0558
H -0.8272 -1.5301 -1.6622 0.89 0.62 0.63 0.1486
H 0.6973 -2.1989 0.7945 -0.45 0.18 0.22 0.1128
H -1.1292 -2.2315 0.7111 0.41 0.05 -0.06 0.1110

=====

17
Properties=species:S:1:pos:R:3:forces:R:3:lowdin_charge:R:1 method="wB97M-V/def2-TZVPD" orbital_gap_ha=0.3396 smiles=CNC.CSS total_charge=0 homo_ha=-0.3145 largest_force_ha_per_bohr=0.017 relative_energy_ev=0.682
C 0.3912 1.9418 0.0864 -0.09 0.31 0.67 -0.1722
N -0.7305 1.0431 0.0457 -0.12 -0.71 -0.48 -0.1805
C -1.1599 0.5819 -1.2762 -0.70 0.29 0.48 -0.1287
H 0.6373 2.0995 1.1412 0.21 0.02 -0.14 0.0782
H 0.2560 2.9408 -0.3541 -0.19 -0.09 -0.20 0.0742
H 1.2470 1.4736 -0.3932 0.07 0.00 -0.06 0.0417
H -1.5217 1.3156 0.6069 0.19 0.26 0.03 0.0970
H -1.2959 -0.5013 -1.3027 0.36 -0.08 -0.06 0.0480
H -2.1558 0.9842 -1.5077 0.21 0.14 -0.26 0.0735
H -0.4603 0.8991 -2.0476 0.00 -0.10 -0.01 0.0779
C -0.1815 -2.3534 0.8152 -0.29 -0.32 0.03 -0.5021
S 1.3987 -2.2673 -0.0525 0.12 -0.10 -0.06 0.3572
S 2.4944 -0.9807 1.1207 0.15 -0.23 0.02 0.3114
H -0.2947 -1.4859 1.4590 -0.06 0.00 -0.05 0.0131
H -0.9873 -2.3860 0.0844 0.01 0.27 -0.15 0.0130
H -0.2631 -3.2902 1.3682 0.22 0.18 0.21 0.0229
H 2.6261 -0.0148 0.2064 -0.09 0.16 0.04 -0.2246

=====

9
Properties=species:S:1:pos:R:3:forces:R:3:lowdin_charge:R:1 method="wB97M-V/def2-TZVPD" orbital_gap_ha=0.2792 total_charge=0 homo_ha=-0.3106 largest_force_ha_per_bohr=0.092 relative_energy_ev=8.156
C -0.0631 1.4979 0.3832 1.58 1.51 0.86 -0.3447
C -0.8619 -0.7438 -0.2742 1.51 2.95 -3.37 0.0424
N 0.4034 -1.1220 -0.1570 -2.67 0.29 1.23 -0.4244
O 0.7398 -2.0512 0.5977 1.22 0.43 -0.40 -0.0412
O 1.3301 -0.2102 -0.6872 1.11 -1.84 -1.09 -0.4235
S 1.4659 1.3628 -0.0090 -2.45 -0.48 0.78 1.0056
H -0.3505 2.3673 0.9575 -0.10 0.41 -0.02 -0.0146
H -1.6492 -1.2605 0.2215 -0.14 -0.44 0.24 0.0875
H -1.0146 0.1598 -1.0325 -0.06 -2.83 1.78 0.1127

=====

77
Properties=species:S:1:pos:R:3:forces:R:3:lowdin_charge:R:1 method="wB97M-V/def2-TZVPD" orbital_gap_ha=0.3454 smiles="O=S(=O)(O)CCCCPCCCF.c1ccccc1.c1ccccc1.c1ccccc1.c1ccccc1" total_charge=0 homo_ha=-0.3301 largest_force_ha_per_bohr=0.006
O 3.9076 4.4874 1.4998 -0.08 0.23 0.04 -0.2747
S 2.5884 4.7008 0.9936 -0.06 -0.07 0.03 0.5825
O 1.5985 5.3313 1.8076 0.03 -0.07 -0.09 -0.2633
O 2.7675 5.5513 -0.3517 0.11 -0.28 -0.13 -0.1503
C 1.9745 3.1483 0.3830 0.07 -0.03 0.05 -0.2341
C 1.4993 2.2633 1.5525 0.01 0.04 0.01 -0.2084
C 0.0428 1.7884 1.4706 0.11 -0.12 0.00 -0.2343
C -0.3872 1.3064 0.0736 -0.03 0.11 0.30 -0.4375
P -1.3576 2.4408 -1.0296 0.12 -0.06 -0.17 0.9167
C -3.0665 2.3696 -0.2881 -0.24 0.16 -0.05 -0.4299
C -3.6421 3.6124 0.4034 0.14 -0.02 0.01 -0.2389
C -2.9656 4.0676 1.6811 -0.02 -0.10 0.02 -0.2176
F -1.8379 4.8476 1.4130 -0.12 -0.13 0.05 -0.0784
H 2.0796 5.3208 -0.9947 -0.03 0.23 0.16 0.0912
H 1.1853 3.3594 -0.3389 -0.04 0.01 0.09 0.0575
H 2.8200 2.7050 -0.1422 -0.03 0.02 -0.06 0.1126
H 2.1587 1.3958 1.6124 -0.01 0.01 -0.07 0.1090
H 1.6302 2.8104 2.4880 0.01 -0.06 0.03 0.1094
H -0.0411 0.9471 2.1644 -0.05 0.06 0.04 0.1071
H -0.6213 2.5665 1.8429 -0.02 0.10 -0.09 0.0813
H -1.0312 0.4317 0.1937 0.10 -0.09 -0.17 0.0476
H 0.4970 0.9817 -0.4824 -0.11 -0.12 -0.05 0.0634
H -0.9346 3.6750 -0.4935 -0.06 0.03 0.11 -0.0675
H -3.1576 1.4997 0.3696 0.16 0.02 0.03 0.0717
H -3.7141 2.1605 -1.1436 -0.04 -0.10 0.07 0.0479
H -3.6531 4.4521 -0.2962 -0.07 0.04 0.05 0.1147
H -4.6832 3.4010 0.6697 -0.01 0.03 -0.10 0.1036
H -2.6458 3.2136 2.2861 0.04 0.04 -0.02 0.1093
H -3.6464 4.6711 2.2851 0.07 0.08 -0.07 0.1154
C 5.9865 0.3628 2.6572 0.00 0.00 -0.01 -0.1017
C 5.6280 1.6823 2.4159 -0.04 0.00 0.01 -0.0963
C 6.3904 2.4657 1.5600 0.03 0.01 -0.05 -0.0912
C 7.5123 1.9262 0.9452 -0.01 -0.03 0.01 -0.0929
C 7.8723 0.6069 1.1865 -0.01 -0.01 0.00 -0.1019
C 7.1092 -0.1755 2.0424 0.00 0.00 0.00 -0.1040
H 5.3936 -0.2460 3.3286 0.00 0.00 0.01 0.0959
H 4.7568 2.1109 2.8956 0.00 0.01 -0.01 0.0950
H 6.0998 3.4905 1.3743 0.00 -0.02 0.01 0.0845
H 8.1063 2.5350 0.2753 0.01 0.00 0.01 0.0997
H 8.7485 0.1879 0.7081 0.00 0.00 0.00 0.0981
H 7.3909 -1.2035 2.2323 0.00 0.00 0.00 0.0975
C -7.5504 0.5032 -1.6572 0.00 -0.01 0.00 -0.0934
C -7.9116 -0.5607 -2.4722 0.00 0.00 0.00 -0.0949
C -7.1141 -1.6954 -2.5275 0.00 0.00 0.00 -0.0949
C -5.9544 -1.7674 -1.7681 0.00 0.00 0.00 -0.0951
C -5.5927 -0.7037 -0.9533 0.01 0.00 0.00 -0.0993
C -6.3909 0.4305 -0.8981 0.02 0.02 0.01 -0.1012
H -8.1718 1.3883 -1.6142 0.00 0.00 0.00 0.1009
H -8.8147 -0.5048 -3.0661 0.00 0.00 0.00 0.1008
H -7.3959 -2.5242 -3.1640 0.00 0.00 0.00 0.1009
H -5.3325 -2.6523 -1.8123 0.00 0.00 0.00 0.0995
H -4.6870 -0.7586 -0.3618 0.00 0.00 0.00 0.0922
H -6.1074 1.2607 -0.2629 0.00 0.00 0.01 0.0883
C 1.1731 -2.5970 2.0752 -0.01 0.00 0.01 -0.0886
C 0.3926 -3.3780 2.9177 0.00 0.00 0.00 -0.0902
C -0.9017 -3.7175 2.5493 0.00 0.00 0.00 -0.0914
C -1.4186 -3.2758 1.3381 0.01 0.00 0.01 -0.0918
C -0.6393 -2.4947 0.4966 -0.03 0.04 0.00 -0.1193
C 0.6561 -2.1557 0.8656 0.00 0.05 0.00 -0.1200
H 2.1843 -2.3356 2.3601 0.00 0.00 0.00 0.1010
H 0.7946 -3.7232 3.8615 0.00 0.00 0.00 0.1018
H -1.5084 -4.3277 3.2059 0.00 0.00 0.00 0.1014
H -2.4277 -3.5422 1.0503 0.00 0.00 0.00 0.0999
H -1.0394 -2.1512 -0.4498 0.01 -0.02 -0.01 0.1036
H 1.2640 -1.5474 0.2066 0.00 0.00 0.00 0.1007
C 0.3027 -6.0750 -3.7119 0.00 0.00 0.00 -0.0982
C 0.2371 -5.4241 -2.4877 -0.01 0.00 0.00 -0.0929
C 1.1109 -4.3828 -2.2071 0.03 -0.01 -0.01 -0.0907
C 2.0518 -3.9937 -3.1507 -0.01 0.00 -0.01 -0.0936
C 2.1189 -4.6453 -4.3745 0.00 0.00 0.00 -0.0982
C 1.2440 -5.6858 -4.6551 0.00 0.00 0.00 -0.0989
H -0.3792 -6.8866 -3.9312 0.00 0.00 0.00 0.0991
H -0.4943 -5.7280 -1.7493 0.00 0.00 0.00 0.0995
H 1.0602 -3.8791 -1.2512 0.00 -0.01 0.01 0.0757
H 2.7338 -3.1816 -2.9324 0.01 -0.01 0.00 0.0995
H 2.8535 -4.3430 -5.1098 0.00 0.00 0.00 0.0995
H 1.2962 -6.1943 -5.6093 0.00 0.00 0.00 0.0993

=====

84
Properties=species:S:1:pos:R:3:forces:R:3:lowdin_charge:R:1 method="wB97M-V/def2-TZVPD" orbital_gap_ha=0.1585 total_charge=0 homo_ha=-0.2072 largest_force_ha_per_bohr=0.062 relative_energy_ev=0.000
C -3.4688 -2.4515 -3.7138 -0.36 0.15 -0.22 -0.0756
C -1.9859 -2.6836 -3.6456 0.07 0.20 0.23 -0.2377
O -1.4048 -1.4901 -3.0856 -0.54 -1.08 -0.36 -0.0408
C -0.0540 -1.5336 -3.1055 1.82 1.70 0.31 -0.5861
C 0.5794 -0.2966 -2.6502 -3.17 -0.27 -0.38 -0.6057
Cl 2.2367 -0.2995 -2.4953 2.17 -0.02 0.26 0.7319
C -0.1077 0.9736 -2.4298 1.35 -1.48 0.41 -0.5571
O 0.3664 1.8955 -1.7742 -0.27 0.34 -0.32 0.0115
O -1.3243 1.0137 -3.0087 -0.64 1.19 -0.12 -0.0367
C -1.8925 2.3342 -3.1547 0.23 -0.49 0.19 -0.2219
C -3.3517 2.1358 -3.4550 -0.36 -0.08 0.01 -0.0738
O 0.5639 -2.5398 -3.4342 -0.29 -0.22 0.05 0.0022
H -3.9964 -3.3923 -3.8830 0.00 0.02 -0.01 0.0725
H -3.8393 -2.0029 -2.7876 0.04 -0.06 -0.07 0.0701
H -3.7000 -1.7813 -4.5472 -0.09 0.02 0.19 0.0767
H -1.7562 -3.5363 -2.9895 0.09 0.11 -0.33 0.1116
H -1.5688 -2.8523 -4.6499 -0.02 -0.16 0.44 0.1302
H -1.7587 2.9005 -2.2238 0.15 -0.03 -0.35 0.1089
H -1.3839 2.8250 -3.9993 -0.04 0.05 0.39 0.1305
H -3.8300 3.0981 -3.6482 -0.02 -0.01 -0.02 0.0733
H -3.4877 1.4945 -4.3316 0.00 0.08 0.13 0.0786
H -3.8539 1.6720 -2.5971 0.06 0.02 -0.16 0.0651
C 4.4375 -6.6150 -0.1356 0.09 0.01 0.02 -0.0640
N 3.1804 -6.2386 -0.7521 0.00 -0.02 0.15 -0.1893
C 2.7522 -7.0874 -1.8467 -0.18 -0.15 0.01 -0.0538
C 2.4980 -5.1228 -0.3706 -0.22 0.30 -0.38 -0.2008
C 1.1961 -4.8385 -0.8848 0.19 -0.05 0.21 -0.0022
C 0.6029 -3.6229 -0.6303 0.37 0.30 0.10 -0.0062
C 1.2779 -2.6194 0.1140 0.14 0.20 0.15 -0.2066
C 0.7278 -1.2993 0.2145 -0.55 -0.39 -0.01 -0.0330
C 1.2318 -0.2911 1.0097 0.08 0.79 0.18 -0.0275
C 0.5836 0.9391 1.3091 0.39 -0.89 -0.69 -0.0602
C 1.3573 2.0316 1.8776 0.24 0.17 0.39 -0.1522
C 2.7792 2.0019 1.8456 -0.22 0.29 0.46 0.0026
C 3.5396 2.9545 2.5050 -0.40 -0.05 -0.14 -0.0052
C 2.9236 4.1081 3.0691 -0.19 -0.25 -0.22 -0.2115
N 3.6640 5.1113 3.6260 0.13 0.16 0.06 -0.1986
C 3.1436 6.4460 3.8290 -0.16 0.00 0.14 -0.0596
C 5.0141 4.9233 4.1062 0.20 0.01 -0.14 -0.0575
C 1.5073 4.1871 3.0324 0.23 -0.16 0.09 -0.0111
C 0.7610 3.1276 2.5560 0.23 -0.08 -0.25 -0.0200
C -0.8482 1.0589 1.0956 -0.39 0.23 -0.04 -0.1616
C -1.6947 -0.0725 1.1571 0.00 0.02 -0.30 -0.0089
C -3.0567 0.0256 0.9465 -0.07 0.48 0.07 0.0059
C -3.6588 1.3054 0.9025 0.30 -0.18 -0.04 -0.2380
N -5.0261 1.4366 0.8509 -0.32 0.00 0.10 -0.2188
C -5.7329 2.4233 1.6386 0.12 0.15 -0.25 -0.0679
C -5.8461 0.6040 0.0016 0.04 -0.14 0.12 -0.0677
C -2.8372 2.4559 0.9034 0.08 -0.29 -0.15 -0.0038
C -1.4640 2.3159 0.8625 -0.09 -0.06 0.51 -0.0342
C 2.5129 -2.9503 0.7297 -0.13 -0.39 -0.40 -0.0052
C 3.1035 -4.1763 0.5042 0.00 0.13 0.09 -0.0120
H 4.4481 -6.3535 0.9284 0.00 -0.21 -0.25 0.0816
H 4.5570 -7.7004 -0.2362 0.01 0.25 0.12 0.0894
H 5.2974 -6.1279 -0.6227 -0.15 -0.07 0.10 0.1013
H 2.1182 -6.5374 -2.5514 0.30 -0.15 0.14 0.0862
H 3.6415 -7.4615 -2.3730 -0.28 0.18 0.05 0.0921
H 2.1935 -7.9582 -1.4705 0.03 0.12 -0.15 0.0966
H 0.6692 -5.5574 -1.5130 0.21 0.20 0.30 0.1058
H -0.4040 -3.4156 -1.0005 0.43 -0.01 -0.06 0.1172
H -0.1554 -1.1002 -0.3984 0.28 -0.11 0.29 0.1065
H 2.2326 -0.4342 1.4124 -0.36 0.05 0.03 0.0905
H 3.2965 1.2071 1.3076 -0.17 0.28 0.16 0.1173
H 4.6190 2.8266 2.5511 -0.29 0.15 -0.25 0.0991
H 2.2246 6.5868 3.2567 0.26 0.10 0.08 0.0778
H 2.9343 6.6358 4.8924 -0.03 0.01 -0.15 0.0960
H 3.8814 7.1907 3.4974 -0.14 -0.20 0.01 0.0934
H 5.2958 3.8681 4.0666 -0.01 0.32 0.11 0.0759
H 5.7238 5.5120 3.5047 -0.05 -0.19 0.11 0.0962
H 5.0969 5.2701 5.1478 -0.07 -0.12 -0.21 0.0935
H 0.9953 5.0610 3.4400 0.16 -0.49 0.06 0.1017
H -0.3132 3.1591 2.7301 0.34 -0.08 -0.14 0.1115
H -1.2763 -1.0592 1.3613 -0.16 0.42 0.09 0.1181
H -3.6775 -0.8705 0.9008 0.17 0.28 0.19 0.1166
H -5.0578 2.8773 2.3754 -0.24 -0.15 -0.20 0.0896
H -6.1477 3.2132 0.9951 -0.02 0.02 0.19 0.0874
H -6.5719 1.9424 2.1679 0.23 0.13 -0.07 0.0889
H -5.2095 -0.0090 -0.6499 -0.25 0.19 0.17 0.0831
H -6.4967 -0.0509 0.6016 0.04 0.01 -0.21 0.0879
H -6.4851 1.2468 -0.6272 0.14 -0.24 0.09 0.0914
H -3.3020 3.4443 0.8646 0.19 -0.34 -0.22 0.1185
H -0.8531 3.2002 0.6874 -0.12 -0.35 -0.02 0.1231
H 3.0358 -2.2184 1.3489 -0.18 -0.31 -0.24 0.1110
H 4.0781 -4.3924 0.9478 -0.40 0.17 -0.21 0.0958